59
Properties=species:S:1:pos:R:3 method="wB97M-V/def2-TZVPD" multiplicity=1 charge=0 e_homo_ev=-7.819 smiles="COc1ccc(N(CC(=O)N[C@H]2C[C@@H]3CC[C@H]2C3)S(=O)(=O)c2ccccc2)cc1OC" homo_lumo_gap_ev=8.25
C 6.10577 -1.07827 2.24727
O 4.78764 -0.92450 2.72359
C 3.86991 -0.19753 2.02031
C 2.74210 0.16822 2.74684
C 1.69121 0.87037 2.18927
C 1.77132 1.26047 0.85891
N 0.74060 1.95962 0.21452
C -0.28366 2.64623 0.97189
C -1.40521 1.73091 1.50411
O -1.51356 1.45674 2.68379
N -2.22503 1.29155 0.54091
C -3.40389 0.49090 0.78163
C -4.68490 1.22768 0.32582
C -5.27293 0.29411 -0.73692
C -5.82795 -0.94665 -0.02834
C -4.55285 -1.67994 0.43481
C -3.42402 -0.78084 -0.08422
C -4.01066 -0.26151 -1.39612
S 0.51491 1.68066 -1.41628
O 1.53664 2.30653 -2.20198
O -0.83964 2.06335 -1.72852
C 0.68137 -0.09908 -1.58266
C 0.21757 -0.94019 -0.59009
C 0.35558 -2.30961 -0.74903
C 0.94698 -2.81918 -1.89426
C 1.40345 -1.96534 -2.88570
C 1.27138 -0.59501 -2.72902
C 2.90159 0.92144 0.12057
C 3.93973 0.18028 0.66644
O 5.02931 -0.20708 -0.07092
C 5.08786 0.15199 -1.42992
H 6.15047 -1.73560 1.37655
H 6.65499 -1.53055 3.07327
H 6.55703 -0.11608 1.99492
H 2.70258 -0.13427 3.78091
H 0.82915 1.10175 2.79191
H -0.72198 3.39306 0.30651
H 0.18755 3.14943 1.82005
H -2.03162 1.57227 -0.41556
H -3.40512 0.26421 1.85073
H -5.37457 1.40248 1.14978
H -4.42206 2.19264 -0.10889
H -5.98973 0.78097 -1.39584
H -6.47760 -0.67955 0.80377
H -6.40466 -1.55932 -0.72158
H -4.51021 -1.79444 1.51702
H -4.48456 -2.67213 -0.01159
H -2.45838 -1.27821 -0.14870
H -4.21784 -1.05672 -2.11005
H -3.39663 0.50091 -1.87232
H -0.22841 -0.53033 0.30205
H 0.00602 -2.97646 0.02423
H 1.05563 -3.88673 -2.01257
H 1.86483 -2.36405 -3.77636
H 1.62514 0.10102 -3.47359
H 2.96400 1.26266 -0.89638
H 5.10301 1.23756 -1.56387
H 6.02264 -0.27001 -1.79733
H 4.24968 -0.27079 -1.99378


56
Properties=species:S:1:pos:R:3 method="wB97M-V/def2-TZVPD" multiplicity=2 charge=0 e_homo_ev="-5.579 / -5.724" homo_lumo_gap_ev="5.25 / 5.39"
V 0.34616 -0.19275 -0.42936
C 0.34448 4.14865 -0.03153
C 1.61786 4.46930 -0.56085
C 2.45923 3.46609 -0.92458
C 2.05556 2.11424 -0.78436
N 0.78062 1.81271 -0.36745
C -0.01408 2.84060 0.04329
C 2.87401 0.98965 -1.00710
C 4.23797 0.99632 -1.29223
C 4.94569 -0.17587 -1.39619
C 4.25869 -1.39306 -1.20283
C 2.92633 -1.40879 -0.92657
N 2.18317 -0.22313 -0.83187
C 2.10560 -2.58319 -0.75078
C 2.55979 -3.90663 -0.78714
C 1.66051 -4.92940 -0.62462
C 0.30714 -4.62916 -0.44977
C -0.07411 -3.31165 -0.42927
N 0.80126 -2.29860 -0.55447
H -0.33862 4.91227 0.31123
H 1.92287 5.50246 -0.66429
H 3.44248 3.68432 -1.31634
H -0.97509 2.55862 0.45140
H 4.74556 1.94341 -1.42042
H 6.00466 -0.16778 -1.60743
H 4.79645 -2.32934 -1.27517
H 3.60980 -4.11263 -0.93825
H 1.99636 -5.95808 -0.64455
H -0.43634 -5.40581 -0.34244
H -1.10867 -3.01997 -0.32245
C -0.80315 -1.77225 3.21376
C -0.80229 -1.02783 1.91529
N 0.34118 -0.41135 1.45146
O 1.41403 -0.37430 2.36918
C -1.90120 -0.96369 1.12615
C -3.18273 -1.71745 1.32646
N -1.75111 -0.13178 -0.05098
O -1.26840 -0.77302 -1.23563
H 0.20873 -1.96149 3.55700
H -1.33021 -2.72109 3.10270
H -1.32735 -1.19308 3.97682
H 1.54465 0.56684 2.53489
H -3.69147 -1.44436 2.25363
H -3.03052 -2.80154 1.34573
H -3.86909 -1.50986 0.50374
F -2.03308 1.21158 -2.61438
C -2.77246 1.54891 -1.55892
C -2.66389 0.92647 -0.30767
C -3.44994 1.47847 0.70477
F -3.40279 1.04227 1.96881
C -4.30477 2.54745 0.48594
F -5.02564 3.02138 1.50194
C -4.40646 3.12480 -0.75917
F -5.22367 4.15320 -0.97209
C -3.62609 2.61771 -1.77669
F -3.67762 3.17117 -2.98633


19
Properties=species:S:1:pos:R:3 method="wB97M-V/def2-TZVPD" multiplicity=1 charge=+1 e_homo_ev=-14.706 smiles="C1C[NH+]=C2NCN=C2C1" homo_lumo_gap_ev=10.95
C 1.66673 -0.68716 -0.45459
C 1.83673 0.69040 0.12538
N 0.54297 1.39378 0.09737
C -0.54967 0.76177 0.08405
N -1.80180 1.12437 -0.14800
C -2.62649 0.00471 -0.09478
N -1.81827 -1.18998 -0.12694
C -0.58228 -0.87577 0.03522
C 0.71889 -1.53682 0.31899
H 2.56937 -1.15126 -0.45787
H 1.40609 -0.62245 -1.55368
H 2.13052 0.40850 1.09721
H 2.62359 1.31069 -0.41385
H 0.73633 2.35383 0.10295
H -2.21537 1.99660 -0.04309
H -3.31413 0.09300 -0.92092
H -3.13118 -0.12000 0.85955
H 1.01772 -1.41853 1.32796
H 0.79027 -2.53568 0.16503


86
Properties=species:S:1:pos:R:3 method="wB97M-V/def2-TZVPD" multiplicity=1 charge=+1 e_homo_ev=-10.041 homo_lumo_gap_ev=7.15
Rh 2.50988 -1.01701 0.34579
N 3.66999 -2.70747 0.83853
C 3.98112 -2.72692 2.27992
C 2.73382 -2.32741 3.06676
N 2.06832 -1.12985 2.49845
C 2.49664 0.16554 3.07085
C 3.84733 0.55923 2.49373
N 3.72873 0.56875 1.02316
H 4.50014 -2.81739 0.26334
H 3.06522 -3.49665 0.62846
H 4.32150 -3.71521 2.59411
H 4.79965 -2.03600 2.45280
H 2.01030 -3.14286 3.05834
H 3.01337 -2.14427 4.10742
H 1.06254 -1.23748 2.56847
H 1.75019 0.90783 2.78849
H 2.54547 0.12313 4.16182
H 4.16560 1.52933 2.87839
H 4.60755 -0.16226 2.77856
H 3.14233 1.36859 0.74796
H 4.62470 0.66888 0.56330
Se -1.86085 3.41551 -2.65411
P -2.23265 2.54103 -0.78435
C -3.61816 1.36107 -0.77624
C -4.24386 1.00698 0.42191
C -5.39075 0.23172 0.40468
C -5.90791 -0.21732 -0.80465
C -5.28634 0.12368 -1.99643
C -4.15440 0.92718 -1.98305
C -2.68011 3.70160 0.54215
C -3.97259 4.22704 0.46953
C -4.39841 5.16908 1.38904
C -3.53859 5.60053 2.39039
C -2.25001 5.09662 2.45612
C -1.81382 4.15567 1.53219
C -0.72369 1.65768 -0.24419
C -0.22375 0.35691 -0.25402
N 1.09192 0.45753 0.06467
N 1.37461 1.72855 0.26109
N 0.31154 2.46230 0.07334
P -0.85948 -1.26524 -0.60162
Se 0.78401 -2.68595 -0.37106
C -1.45297 -1.38033 -2.28527
C -1.79565 -2.63541 -2.79826
C -2.22100 -2.74647 -4.10833
C -2.27838 -1.61630 -4.91784
C -1.89994 -0.38086 -4.42033
C -1.48545 -0.25659 -3.10183
C -2.10569 -1.66786 0.63121
C -1.94916 -1.15268 1.91758
C -2.76017 -1.60034 2.94619
C -3.72786 -2.56550 2.69453
C -3.90002 -3.06040 1.41089
C -3.09386 -2.61169 0.37451
H -3.86236 1.37810 1.36571
H -5.89247 -0.00860 1.33369
H -6.80849 -0.81769 -0.81654
H -5.69997 -0.20534 -2.94071
H -3.70221 1.25930 -2.90723
H -4.64638 3.90729 -0.31560
H -5.40071 5.57043 1.32014
H -3.87123 6.33720 3.10990
H -1.57028 5.44620 3.22234
H -0.79700 3.79911 1.57043
H -1.69797 -3.52681 -2.18974
H -2.48705 -3.71595 -4.50718
H -2.60266 -1.70814 -5.94608
H -1.91816 0.49824 -5.05164
H -1.17725 0.71716 -2.74356
H -1.20773 -0.38341 2.10893
H -2.64427 -1.19281 3.94190
H -4.36031 -2.91774 3.49849
H -4.66644 -3.79707 1.21117
H -3.24201 -2.99914 -0.62420
F 9.15403 0.32377 -2.78795
C 7.88065 0.04122 -2.55014
C 7.47887 -0.38902 -1.30193
F 8.36759 -0.53207 -0.31931
C 6.14535 -0.68334 -1.07337
F 5.84986 -1.13128 0.17989
C 5.15889 -0.56268 -2.03661
Se 3.27168 -0.93366 -1.95684
C 5.60703 -0.13098 -3.28645
F 4.73382 0.00919 -4.28426
C 6.93048 0.16576 -3.55126
F 7.29576 0.57450 -4.75913


105
Properties=species:S:1:pos:R:3 method="wB97M-V/def2-TZVPD" multiplicity=6 charge=+2 e_homo_ev="-13.229 / -13.229" homo_lumo_gap_ev="6.26 / 3.64"
Fe 1.40038 -2.77784 -1.08237
C 0.00642 0.78045 0.93610
C 0.49450 0.39632 -0.44582
O 0.70437 -0.98729 -0.70869
H -1.00047 0.57211 1.30448
H -0.05298 1.87376 0.91583
H 0.62850 0.58604 1.81144
H 1.44747 0.86049 -0.71039
H -0.30355 0.56784 -1.17801
C 4.76965 -2.28441 -3.78850
C 4.20529 -1.80528 -2.46099
C 4.81642 -0.53959 -1.84406
O 2.74361 -1.70113 -2.43590
H 4.17459 -3.13112 -4.14177
H 5.81503 -2.57460 -3.84748
H 4.57919 -1.54854 -4.57499
H 4.34178 -2.63443 -1.75763
H 4.13502 0.00243 -1.18174
H 5.13195 0.15773 -2.61667
H 5.64082 -0.71563 -1.15089
H 2.55881 -0.87845 -2.93292
C -1.10864 -1.66886 4.24140
C -0.67528 -3.13875 4.47066
C -0.90932 -3.44610 5.95422
O -1.58835 -3.95887 3.73131
H -2.17357 -1.64419 4.48402
H -1.07515 -1.27606 3.22119
H -0.63188 -1.00005 4.95722
H 0.37669 -3.34458 4.25304
H -0.48115 -4.39119 6.28064
H -1.98103 -3.43771 6.15367
H -0.49220 -2.63207 6.54883
H -1.32637 -3.84596 2.81150
C 4.18907 2.71198 -4.21781
C 2.92888 2.04519 -3.66286
C 1.69198 2.89865 -4.01408
O 2.71076 0.71017 -4.11673
H 4.07591 2.64486 -5.30266
H 5.00332 2.04637 -3.92546
H 4.34031 3.71818 -3.84344
H 3.01432 2.06031 -2.57216
H 0.71749 2.40969 -3.96429
H 1.81096 3.26406 -5.03619
H 1.58244 3.74426 -3.33204
H 2.88400 0.72692 -5.06796
C -1.81716 3.20797 -2.26140
C -2.07778 4.09157 -1.05246
C -3.41112 4.86975 -1.19436
O -2.17917 3.21529 0.08604
H -2.54353 2.39770 -2.29266
H -0.81470 2.76184 -2.30505
H -1.79999 3.80389 -3.17767
H -1.33623 4.85182 -0.79741
H -4.31173 4.26309 -1.32308
H -3.36401 5.58725 -2.01043
H -3.66600 5.35416 -0.24978
H -1.37525 2.69202 0.01447
C -4.64167 0.30260 -1.25008
C -4.58242 0.28174 0.28492
C -3.61899 -0.77537 0.80495
O -4.32288 1.55530 0.84834
H -3.61201 0.28990 -1.63931
H -4.99650 1.24927 -1.66214
H -5.18491 -0.51430 -1.72206
H -5.61320 0.17000 0.62935
H -2.65131 -0.73814 0.29492
H -4.02638 -1.76477 0.58349
H -3.51135 -0.63566 1.87968
H -3.53015 1.98953 0.49252
C 2.64045 -3.30052 2.85665
C 2.52657 -2.17983 1.82457
C 3.50498 -1.03380 2.08120
O 2.73879 -2.73933 0.49371
H 3.69206 -3.55659 3.02315
H 2.17702 -4.26548 2.64754
H 2.28697 -2.99888 3.84306
H 1.51326 -1.77550 1.78272
H 4.52067 -1.43254 2.16347
H 3.16551 -0.53038 2.98375
H 3.63114 -0.31760 1.26682
H 3.68372 -2.96289 0.47506
C -0.87237 1.83287 5.64554
C -1.78410 2.95202 5.12775
C -2.63245 2.40615 3.99287
O -2.57877 3.36251 6.23992
H -0.23340 1.51087 4.81866
H -1.56368 1.03073 5.90235
H -0.22859 2.12418 6.47145
H -1.20644 3.83006 4.82638
H -3.09269 1.44250 4.22863
H -1.95014 2.05438 3.20680
H -3.35818 3.07032 3.52843
H -3.43983 3.69379 5.97168
C -0.73318 -1.34533 -4.19128
C -1.01144 -2.47803 -3.16814
C -2.01148 -3.49367 -3.67112
O 0.29395 -3.07127 -2.87610
H 0.16942 -0.79410 -3.92051
H -1.47201 -0.54128 -4.19756
H -0.71232 -1.76334 -5.19798
H -1.36737 -2.06024 -2.22548
H -2.88927 -2.90824 -3.95381
H -2.37718 -4.14413 -2.87624
H -1.69256 -4.08281 -4.53094
H 0.53130 -3.45608 -3.73476


16
Properties=species:S:1:pos:R:3 method="wB97M-V/def2-TZVPD" multiplicity=1 charge=0 e_homo_ev=-8.501 homo_lumo_gap_ev=9.37
C -1.96385 -1.19858 0.44013
C -0.51062 -1.57572 0.08436
C 0.08429 -0.16502 -0.00809
C 0.95675 0.05946 -1.20883
C 1.97754 0.91559 0.61325
C 0.89216 0.37409 1.12162
H -2.17588 -1.23820 1.52977
H -2.71531 -1.61940 -0.17901
H 0.07732 -2.18664 0.85034
H -0.52110 -2.11386 -0.86226
H 0.43608 0.60332 -2.03099
H 1.44632 -0.87712 -1.59125
H 2.81959 1.44243 1.13574
H 0.60701 0.21673 2.16077
O 2.10360 0.82395 -0.74565
S -1.58878 0.54514 -0.08141


43
Properties=species:S:1:pos:R:3 method="wB97M-V/def2-TZVPD" multiplicity=1 charge=-1 e_homo_ev=-6.039 homo_lumo_gap_ev=8.68
C -0.14478 -0.73411 -0.82834
C -1.10217 0.09278 -0.04317
O -2.15545 0.48189 -0.89283
N 0.19200 -1.98509 -0.10079
C 1.48964 -2.69201 -0.15318
O 1.58341 -3.86558 0.13933
O 2.44014 -1.84239 -0.34530
H 0.83093 -0.20524 -1.04811
H -0.45085 -0.85733 -1.87362
H -1.36584 -0.32349 0.96454
H -0.53342 1.02820 0.25491
H -2.84685 0.85014 -0.33520
H -0.60939 -2.62255 -0.13952
H -1.17782 1.88873 3.43021
H -0.78192 0.50101 3.17552
O -1.43591 0.97730 3.73362
H 1.48913 2.91385 -0.37589
H 1.55126 1.83337 0.75500
O 1.15279 2.70487 0.54167
H -0.56944 3.14887 1.26019
H -1.84896 3.82070 1.81718
O -1.16404 3.19950 2.01102
H -2.37086 1.76782 1.80640
H -3.88049 1.43316 2.02717
O -3.25472 1.67410 1.37639
H 2.94533 -0.59670 0.85467
H 3.62639 0.05987 2.22132
O 2.99506 0.11157 1.49782
H 2.51776 -0.82248 -1.77151
H 3.38493 -0.43264 -3.06694
O 2.67337 -0.18892 -2.50734
H 0.35463 -1.09907 1.84969
H 1.29114 0.14356 1.90962
O 0.54323 -0.30909 2.36062
H -3.21123 -2.26919 -2.06205
H -2.10653 -1.25029 -2.32438
O -2.43959 -2.11027 -2.60882
H -1.54705 -3.55159 -2.37768
H -0.07294 -3.78903 -2.12164
O -0.85835 -4.23545 -2.38414
H 1.09333 2.75320 -2.68322
H 1.96119 1.73479 -1.86954
O 1.81295 2.66323 -2.07365


78
Properties=species:S:1:pos:R:3 method="wB97M-V/def2-TZVPD" multiplicity=3 charge=+2 e_homo_ev="-12.797 / -13.397" homo_lumo_gap_ev="7.97 / 8.37"
Ti 1.75807 1.38767 1.20214
C 0.97467 5.06457 2.18344
C -0.37813 4.40727 1.96344
S -0.27523 2.84607 0.99984
C -1.44373 1.73347 1.88654
C -1.06603 1.43837 3.32784
S 0.73747 1.36297 3.53804
C 1.19547 -0.41693 3.53474
C 2.66257 -0.42023 3.93154
S 3.66287 0.54647 2.74094
C 3.81337 2.22657 3.45944
C 3.15727 3.29637 2.59094
S 1.94487 4.30437 3.54384
H 0.80157 6.09547 2.49744
H 1.58147 5.07387 1.27314
H -1.00843 5.06537 1.36304
H -0.86353 4.19647 2.91464
H -1.41693 0.81287 1.29774
H -2.44113 2.17217 1.81924
H -1.49423 0.49387 3.66334
H -1.39853 2.22387 4.00744
H 1.05657 -0.83653 2.52144
H 0.58937 -0.95063 4.27094
H 3.06727 -1.43413 3.91784
H 2.80337 0.01347 4.92324
H 4.88447 2.41567 3.55124
H 3.37767 2.20317 4.45904
H 2.57907 2.85127 1.74614
H 3.91297 3.96707 2.17414
N 4.79087 -1.43323 -0.84616
N 4.30927 -0.18933 -0.82516
N 4.85877 0.80317 -1.45966
C 4.12977 1.84447 -1.09366
N 3.15617 1.46707 -0.26266
N 3.28887 0.16197 -0.09556
H 4.09197 -2.15653 -0.75966
H 5.51577 -1.57943 -1.53606
H 4.31247 2.83817 -1.45306
C -2.90413 0.14167 -5.18536
C -3.17373 0.01137 -3.69016
C -2.42773 1.09927 -2.92196
C -2.65893 1.05437 -1.41026
N -2.29303 -0.22883 -0.85296
C -1.03933 -0.67673 -0.65666
Se 0.52197 0.33637 -0.81606
N -1.06773 -1.97233 -0.28706
C 0.06807 -2.85763 -0.18946
C 0.06457 -3.88673 -1.34066
C 1.28757 -3.82743 -2.26026
C 1.33627 -2.57693 -3.13006
C -2.38653 -2.36913 -0.20716
C -2.96803 -3.56433 0.19434
C -4.34753 -3.61523 0.20294
C -5.12413 -2.52183 -0.18816
C -4.55453 -1.32713 -0.57846
C -3.16763 -1.25963 -0.57716
H -3.40493 -0.64493 -5.74446
H -1.83663 0.07597 -5.38446
H -3.25983 1.10097 -5.55446
H -2.85913 -0.97973 -3.35026
H -4.24663 0.10037 -3.51006
H -2.76003 2.07407 -3.28096
H -1.35533 1.01227 -3.11986
H -3.71083 1.22237 -1.17776
H -2.05423 1.83367 -0.93646
H 0.03287 -3.36263 0.78114
H 0.96927 -2.23273 -0.22756
H -0.82383 -3.72813 -1.95436
H -0.00663 -4.89123 -0.92516
H 1.24427 -4.69873 -2.91746
H 2.20547 -3.90933 -1.67166
H 0.48537 -2.55833 -3.80566
H 2.24097 -2.57553 -3.73256
H 1.32017 -1.66373 -2.53186
H -2.36723 -4.40723 0.49234
H -4.84123 -4.51863 0.52254
H -6.19833 -2.61493 -0.18316
H -5.16763 -0.48933 -0.86476


7
Properties=species:S:1:pos:R:3 method="wB97M-V/def2-TZVPD" multiplicity=1 charge=0 e_homo_ev=-8.874 homo_lumo_gap_ev=8.68
C -0.35597 -0.04924 -0.00315
C -1.59329 -0.03611 0.78530
C -1.59884 0.05417 -0.78397
S -2.43035 -1.35332 0.01686
S -2.47750 1.37015 -0.00916
H 0.15181 0.84753 -0.12596
H 0.08588 -0.98127 0.03600


| no. | molar mass (g/mol) |
| --- | --- |
| 1 | 444.6 |
| 2 | 566.4 |
| 3 | 124.2 |
| 4 | 1046.4 |
| 5 | 581.7 |
| 6 | 128.2 |
| 7 | 284.2 |
| 8 | 682.7 |
| 9 | 102.2 |